[1]
Entry from the OMol25 dataset: a cluster of 7 separate species, C12H31ClNO9S3 in total (wB97M-V/def2-TZVPD).

```
57
Properties=species:S:1:pos:R:3:forces:R:3:lowdin_charge:R:1
Cl 16.765 31.352 -8.175 -0.6 1.1 0.0 0.65
O 15.458 31.698 -7.651 -0.5 -0.2 -0.7 -0.39
O 16.624 30.160 -9.068 0.7 1.2 1.5 -0.39
O 17.317 32.454 -8.933 -0.4 -0.2 -0.9 -0.37
O 17.602 31.241 -7.016 0.8 -1.8 0.1 -0.36
C 17.088 26.944 -7.323 1.0 -0.4 0.7 -0.17
O 16.059 26.713 -8.198 -2.0 -0.1 -1.4 -0.12
H 17.716 26.059 -7.424 0.8 0.2 0.6 0.08
H 17.603 27.875 -7.562 0.2 0.0 0.3 0.08
H 16.662 26.941 -6.320 0.2 0.3 0.1 0.08
H 16.444 26.550 -9.063 -0.3 0.1 -0.1 0.10
C 13.386 28.861 -9.154 -1.4 0.8 0.1 -0.18
O 13.324 27.668 -8.458 0.4 -1.3 1.1 -0.13
H 13.461 28.607 -10.211 0.5 0.8 -0.3 0.08
H 12.414 29.314 -8.963 -0.2 0.4 -0.5 0.07
H 14.098 29.553 -8.704 0.5 0.0 -0.7 0.06
H 14.221 27.529 -8.146 0.2 -0.7 0.0 0.02
N 15.695 31.937 -11.693 0.3 0.8 0.0 0.04
C 15.706 33.324 -11.857 0.4 -0.9 -2.1 -0.13
C 15.340 33.531 -13.182 -0.2 -0.3 0.4 -0.13
C 15.091 32.262 -13.778 -0.7 1.1 -1.4 -0.16
C 15.315 31.309 -12.866 0.7 -0.5 2.0 -0.15
H 16.150 31.425 -10.950 -0.1 0.2 0.4 0.10
H 16.189 34.083 -11.259 -0.3 -0.6 0.7 0.10
H 15.222 34.456 -13.727 0.1 0.1 0.3 0.09
H 14.726 32.130 -14.786 0.1 -0.1 0.0 0.09
H 15.329 30.229 -12.856 -0.2 0.1 -0.3 0.11
C 15.462 35.576 -8.175 0.2 -0.5 0.2 -0.27
S 14.132 36.298 -7.148 -0.2 -1.4 -1.0 0.84
O 12.887 35.882 -7.919 1.7 0.7 2.0 -0.58
C 14.495 35.227 -5.670 -0.4 1.1 0.4 -0.26
H 15.457 34.489 -8.093 -0.7 -0.2 -0.2 0.03
H 16.492 35.772 -7.876 -0.1 0.8 0.1 0.05
H 15.256 35.879 -9.201 0.1 0.0 0.1 0.04
H 15.537 35.396 -5.399 0.3 -0.3 -0.5 0.04
H 14.211 34.175 -5.679 0.1 0.1 -0.6 0.06
H 13.989 35.727 -4.843 -0.5 -0.1 0.0 0.02
C 14.569 29.823 -5.026 -0.9 -0.6 -0.5 -0.25
S 13.889 28.498 -3.910 -2.6 1.2 -1.3 0.85
O 12.499 29.024 -3.480 2.1 -0.7 -0.1 -0.61
C 13.450 27.347 -5.297 -0.2 -0.2 0.3 -0.26
H 13.875 29.963 -5.855 -0.4 -0.3 0.1 0.04
H 15.471 29.477 -5.530 0.4 0.3 0.6 0.04
H 14.565 30.809 -4.559 0.7 -0.4 0.5 0.05
H 14.283 27.197 -5.984 0.0 0.0 0.1 0.02
H 12.562 27.685 -5.832 0.4 0.9 0.0 0.05
H 13.072 26.391 -4.934 0.6 -0.1 0.6 0.04
C 11.827 33.433 -12.075 -0.2 -0.8 -0.2 -0.24
S 12.656 33.736 -10.430 -2.3 2.0 0.6 0.86
O 11.720 34.727 -9.673 1.2 -2.6 -2.1 -0.59
C 12.480 32.080 -9.707 -0.3 0.2 0.6 -0.28
H 11.285 32.487 -12.069 -0.1 -0.1 0.4 0.04
H 12.503 33.329 -12.924 0.5 0.3 0.3 0.02
H 11.085 34.191 -12.327 0.3 0.3 0.5 0.04
H 11.465 31.797 -9.428 -0.4 0.3 -0.7 0.06
H 12.957 32.139 -8.729 0.6 0.0 -0.2 0.04
H 12.948 31.327 -10.341 0.1 0.2 0.0 0.04
```
Positions in Å, forces in eV/Å.

For the maximum force, the calculation gives 0.0693 hartree/bohr. The total charge is -1. For the orbital gap, the calculation gives 0.2956 Ha.

---

[2]
Entry from the OMol25 dataset: a structure of composition C12H31ClO6S2 (wB97M-V/def2-TZVPD).

```
52
Properties=species:S:1:pos:R:3:forces:R:3:lowdin_charge:R:1
O -3.464 -3.630 4.122 -0.6 -1.7 -0.2 -0.37
S -3.082 -2.277 4.188 0.6 1.2 0.1 0.74
O -3.950 -1.418 3.074 0.1 0.1 -0.1 -0.83
S -5.557 -1.242 3.523 -0.2 0.4 0.1 0.78
O -1.703 -2.230 3.245 0.0 0.4 0.4 -0.81
Cl -0.737 -0.956 3.810 0.1 -0.1 -0.1 0.66
H -6.100 -1.824 2.447 0.1 -0.3 0.0 -0.12
C -1.404 1.026 1.070 0.0 0.1 -0.2 -0.10
C -2.028 2.362 1.435 -0.1 -0.1 0.0 -0.27
O -1.354 3.484 0.893 0.1 0.2 0.1 -0.16
C -1.274 3.543 -0.519 -0.1 -0.1 -0.1 -0.30
C -2.623 3.583 -1.217 -0.1 -0.1 0.1 -0.07
H -0.361 0.992 1.387 0.0 0.0 0.0 0.07
H -1.946 0.216 1.555 0.0 0.0 0.0 0.04
H -1.428 0.843 -0.006 -0.1 0.0 0.0 0.07
H -1.989 2.497 2.517 0.0 0.1 0.0 0.12
H -3.088 2.379 1.157 0.0 0.0 0.0 0.11
H -0.662 2.715 -0.896 -0.1 0.0 0.0 0.10
H -0.730 4.460 -0.747 0.0 0.0 0.1 0.11
H -3.209 2.683 -1.031 0.0 0.0 -0.1 0.07
H -2.484 3.672 -2.295 0.0 0.0 0.0 0.08
H -3.206 4.437 -0.869 0.0 0.0 0.0 0.08
C 2.159 4.236 -0.779 0.1 0.0 0.0 -0.07
C 1.926 3.528 -2.105 0.0 0.0 0.1 -0.28
O 2.781 3.969 -3.146 -0.1 0.0 -0.1 -0.16
C 4.171 3.800 -2.930 0.1 0.0 0.1 -0.28
C 4.597 2.358 -2.717 -0.1 0.0 0.0 -0.08
H 2.044 5.314 -0.900 0.0 0.0 0.0 0.09
H 1.446 3.890 -0.031 0.0 0.0 0.0 0.06
H 3.162 4.053 -0.390 0.0 -0.1 0.0 0.07
H 0.914 3.737 -2.452 0.0 0.0 -0.1 0.10
H 1.996 2.441 -1.984 0.0 0.0 0.0 0.11
H 4.507 4.428 -2.097 0.0 0.0 0.0 0.11
H 4.650 4.192 -3.828 -0.1 0.0 0.0 0.12
H 4.149 1.924 -1.822 0.0 0.0 0.0 0.07
H 5.681 2.301 -2.607 0.0 0.0 0.0 0.08
H 4.302 1.743 -3.569 0.0 0.0 0.0 0.08
C 0.554 -6.989 0.265 0.0 0.1 -0.1 -0.08
C 1.216 -5.787 0.918 -0.1 0.0 0.1 -0.28
O 1.400 -4.683 0.049 0.1 0.1 0.0 -0.16
C 0.226 -4.131 -0.520 -0.1 0.0 0.0 -0.28
C -0.774 -3.613 0.500 0.1 -0.1 0.0 -0.08
H 1.132 -7.319 -0.599 0.0 0.0 0.0 0.08
H 0.488 -7.812 0.977 0.0 0.0 0.0 0.08
H -0.457 -6.764 -0.077 0.0 0.0 0.1 0.06
H 2.218 -6.061 1.250 0.0 0.1 0.0 0.12
H 0.662 -5.482 1.813 0.0 0.0 0.0 0.11
H -0.250 -4.855 -1.193 0.0 0.0 0.0 0.11
H 0.569 -3.306 -1.145 0.1 0.0 0.0 0.12
H -1.153 -4.407 1.145 -0.1 0.0 0.0 0.07
H -1.628 -3.162 -0.007 0.0 0.0 0.0 0.08
H -0.311 -2.861 1.138 0.0 0.0 0.0 0.06
```
Positions in Å, forces in eV/Å.

For the maximum force, the calculation gives 0.0352 hartree/bohr. The relative energy (zero: lowest compared OMol25 entry of this formula, charge and spin) is 0.0 kcal per mole. The total charge is 0. For the orbital gap, the calculation gives 0.3319 Ha.

---

[3]
Entry from the OMol25 dataset: a cluster of 4 separate species, C12H31F3N2O5 in total (wB97M-V/def2-TZVPD).

```
53
Properties=species:S:1:pos:R:3:forces:R:3:lowdin_charge:R:1
O 0.184 -0.521 0.501 -0.3 -0.4 0.6 0.39
H -0.577 0.063 0.539 -0.7 1.2 0.4 0.18
H -0.107 -1.223 -0.086 -0.1 -1.6 -0.7 0.19
H 0.974 -0.090 0.166 0.8 0.5 -0.3 0.19
C -2.933 -5.532 -0.756 2.3 4.2 0.4 -0.45
O -2.856 -5.263 0.694 -1.3 -1.2 1.6 -0.15
O -2.070 -4.545 -1.315 -1.8 -3.1 0.7 -0.32
C -2.624 -7.031 -1.015 1.2 1.7 -0.9 -0.56
F -3.620 -7.829 -0.611 -0.1 -0.4 0.1 0.12
F -2.481 -7.185 -2.363 -0.2 -0.5 0.6 0.10
F -1.466 -7.464 -0.455 -0.7 0.0 -0.1 0.12
C -4.006 -5.625 1.571 0.3 0.9 -2.6 -0.27
C -3.677 -5.328 2.985 0.0 -0.4 0.7 -0.10
H -2.592 -5.261 3.063 -0.1 0.1 0.5 0.08
H -4.219 -4.425 3.266 0.7 0.3 0.2 0.06
H -4.115 -6.092 3.628 0.4 -0.2 0.2 0.07
H -4.410 -6.609 1.333 0.4 -0.2 0.3 0.10
H -4.833 -4.933 1.411 -0.3 0.0 -1.1 0.10
H -3.975 -5.318 -0.995 -0.5 -0.5 -0.5 0.12
C -4.143 3.254 2.322 0.4 -0.3 -0.2 -0.06
C -3.199 4.050 1.381 -1.4 0.4 -0.4 -0.41
C -1.995 4.764 2.036 -2.0 0.7 -1.3 -0.26
O -1.379 3.862 2.820 1.4 -1.2 1.6 -0.18
C -0.085 4.278 3.201 0.1 -0.8 0.1 -0.09
N -2.719 3.227 0.272 0.2 -1.3 0.0 0.01
H -5.050 2.840 1.882 0.1 0.2 -1.0 0.07
H -4.608 3.906 3.062 0.7 0.0 0.5 0.08
H -3.664 2.352 2.703 0.2 0.4 0.6 0.07
H -3.914 4.717 0.900 0.3 1.1 0.4 0.12
H -2.249 5.658 2.606 -0.5 0.2 0.1 0.13
H -1.354 5.118 1.229 0.3 0.0 -0.4 0.12
H 0.508 4.385 2.293 0.4 0.1 0.0 0.09
H 0.309 3.484 3.835 0.2 0.0 -0.1 0.09
H -0.023 5.197 3.785 -0.4 0.3 -0.1 0.09
H -3.540 2.861 -0.188 -0.1 -0.4 -0.1 0.07
H -2.255 3.757 -0.452 0.1 0.4 0.2 0.06
C 4.915 2.434 -4.546 0.2 -1.7 0.0 -0.06
C 4.475 1.742 -3.171 1.7 1.3 -0.4 -0.37
C 5.724 1.046 -2.452 -1.9 0.2 -1.6 -0.20
O 5.259 0.180 -1.459 -0.1 -0.5 0.7 -0.20
C 6.207 -0.645 -0.773 -0.4 -0.3 -0.4 -0.10
N 3.916 2.805 -2.332 -0.4 -0.7 0.3 0.00
H 5.648 1.823 -5.074 0.2 -0.2 0.1 0.06
H 5.357 3.429 -4.496 -0.1 0.0 0.6 0.07
H 4.101 2.477 -5.270 -0.4 0.2 0.3 0.07
H 3.649 1.054 -3.352 0.4 -0.4 0.0 0.13
H 6.377 1.847 -2.105 0.3 -0.1 0.2 0.13
H 6.174 0.452 -3.248 0.6 0.0 0.0 0.11
H 5.711 -1.564 -0.462 -0.6 0.4 0.5 0.08
H 6.626 -0.117 0.084 0.2 -0.1 -0.1 0.09
H 6.968 -1.118 -1.393 0.4 0.8 -0.5 0.08
H 4.563 3.580 -2.351 -0.1 0.3 0.1 0.06
H 3.091 3.078 -2.847 -0.2 0.6 0.2 0.06
```
Positions in Å, forces in eV/Å.

For the maximum force, the calculation gives 0.0927 hartree/bohr. The relative energy (zero: lowest compared OMol25 entry of this formula, charge and spin) is 135.7 kcal per mole. The total charge is 0. For the orbital gap, the calculation gives 0.1292 Ha.